1.
{
  "formula": "CH2BrN3",
  "method": "ωB97M-V/def2-TZVPD",
  "orbital_gap_ev": [7.98, 7.96],
  "charge": 0,
  "relative_energy_kj_mol": 522.5,
  "e_tot_ha": -2777.3942,
  "species": ["C", "N", "N", "N", "Br", "H", "H"],
  "xyz": [[-0.9324, 0.5668, 0.1034], [-0.1179, 0.0256, 0.9719], [0.8825, -0.1067, -0.9732], [0.9947, -0.1058, 0.3274], [-2.7301, 0.1505, 0.0983], [-0.0138, -0.4848, -1.2773], [1.9170, -0.0456, 0.7495]]
}



2.
{
  "formula": "CH2BrNO",
  "method": "ωB97M-V/def2-TZVPD",
  "orbital_gap_ev": 9.59,
  "charge": 0,
  "relative_energy_kj_mol": 304.4,
  "e_tot_ha": -2743.2067,
  "species": ["C", "N", "O", "Br", "H", "H"],
  "xyz": [[-1.2383, -0.9695, -0.6157], [0.4406, 1.0346, 0.2121], [-1.8247, -1.7194, 0.1099], [2.1660, 0.2822, -0.0641], [0.4426, 0.2471, 1.0887], [0.0136, 1.1250, -0.7308]]
}



3.
{
  "formula": "CH2BrNO4",
  "method": "ωB97M-V/def2-TZVPD",
  "orbital_gap_ev": 10.02,
  "charge": 0,
  "relative_energy_kj_mol": 193.0,
  "e_tot_ha": -2968.9057,
  "species": ["C", "N", "O", "O", "O", "O", "Br", "H", "H"],
  "xyz": [[-0.1754, 0.3877, 0.5121], [0.5799, -0.8469, -0.8124], [0.3437, -1.9805, -0.7255], [1.3089, -0.2775, -1.5375], [-1.0744, -0.3046, 1.1975], [-0.6534, 1.3991, -0.2236], [1.3317, 0.8425, 1.5652], [-1.6745, -1.0010, 0.8236], [0.0134, 1.7812, -0.7994]]
}



4.
{
  "formula": "CH2BrP",
  "method": "ωB97M-V/def2-TZVPD",
  "orbital_gap_ev": 7.95,
  "charge": 0,
  "relative_energy_kj_mol": 96.1,
  "e_tot_ha": -2954.6023,
  "smiles": "C=PBr",
  "species": ["C", "P", "Br", "H", "H"],
  "xyz": [[-0.3290, -0.3871, -0.0087], [-1.5625, -1.4587, -0.0422], [-3.7832, 0.2157, 0.0317], [0.5557, -0.7096, 0.4286], [-0.6060, 0.6302, -0.4250]]
}



5.
{
  "formula": "CH2BrPSi",
  "method": "ωB97M-V/def2-TZVPD",
  "orbital_gap_ev": 6.90,
  "charge": 0,
  "relative_energy_kj_mol": 260.5,
  "e_tot_ha": -3243.9744,
  "species": ["C", "Si", "P", "Br", "H", "H"],
  "xyz": [[-4.4151, 0.8582, 0.0387], [-0.0200, 0.8382, 0.0405], [-2.9888, 1.5731, -0.0348], [-5.5749, -0.5430, 0.0007], [0.8716, -0.1748, 0.6404], [-0.6190, 0.1300, -1.2602]]
}



6.
{
  "formula": "CH2Cl2",
  "method": "ωB97M-V/def2-TZVPD",
  "orbital_gap_ev": 11.69,
  "charge": 0,
  "relative_energy_kj_mol": 113.1,
  "e_tot_ha": -959.6374,
  "smiles": "ClCCl",
  "species": ["Cl", "C", "Cl", "H", "H"],
  "xyz": [[0.9565, 1.0965, 0.8075], [0.0665, -0.2419, 0.0313], [-0.7104, 0.3816, -1.2960], [-0.9204, -0.2221, 0.5861], [0.6078, -1.0142, -0.1289]]
}